1.
Here is a cluster of 3 separate species, C6H10O2 in total in a non-equilibrium geometry from the Open Molecules 2025 dataset. Energies are from ωB97M-V with the def2-TZVPD basis set.

```
18
Properties=species:S:1:pos:R:3:forces:R:3:mulliken_charge:R:1
C -0.163 0.935 1.548 0.38 -0.41 0.83 -0.6316
C 0.901 1.341 0.762 0.36 0.35 0.09 -0.3075
C 1.631 0.410 0.028 -1.22 0.13 0.18 -0.5381
C 1.173 -0.891 0.045 0.74 -0.94 -0.29 -0.2012
C 0.111 -1.339 0.825 0.31 0.66 -0.14 -0.4955
C -0.537 -0.404 1.613 -0.34 0.02 -0.30 -0.0410
H -0.619 1.629 2.243 -0.24 0.17 -0.33 0.3699
H 1.139 2.399 0.734 0.20 -0.08 0.02 0.4245
H 2.436 0.658 -0.636 0.27 0.31 -0.02 0.3887
H 1.694 -1.587 -0.605 -0.04 -0.16 0.13 0.3353
H -0.198 -2.373 0.770 -0.05 -0.04 0.14 0.3143
H -1.404 -0.695 2.186 0.04 0.00 0.25 0.3604
H -1.294 2.103 -0.940 0.04 -0.04 -0.05 0.3114
H -1.772 0.940 -1.822 -0.06 0.11 -0.02 0.2958
O -1.662 1.215 -0.904 -0.19 -0.15 -0.27 -0.6089
H -0.572 -0.842 -1.463 -0.04 0.05 -0.15 0.3476
H -0.241 -2.180 -2.080 -0.15 0.19 -0.20 0.3443
O -0.622 -1.321 -2.304 0.00 -0.17 0.13 -0.6685
```
Forces are in eV/Å.

Output
LUMO level (eV): 0.8267
E (eV): -10478.9291
2S+1: 1
Orbital gap (eV): 10.2
Highest occupied orbital energy (eV): -9.37
Relative energy (zero: lowest compared OMol25 entry of this formula, charge and spin) (kJ/mol): 23.24
SMILES: c1ccccc1.O.O
Charge: 0

=====

2.
Here is an isolated molecule of C6H10O2 in a non-equilibrium geometry from the Open Molecules 2025 dataset. Energies are from ωB97M-V with the def2-TZVPD basis set.

```
18
Properties=species:S:1:pos:R:3:forces:R:3:mulliken_charge:R:1
C -0.570 -0.685 0.088 0.57 -2.60 -0.77 -0.0460
C 1.975 -1.609 0.058 -4.74 -0.20 -4.32 -1.4324
C 0.796 -0.576 -0.209 0.46 1.22 4.41 0.6840
C -1.792 0.263 0.155 1.06 -3.62 -3.06 1.0000
C 1.421 0.797 -0.033 -1.38 3.02 -2.67 -1.2334
C -1.621 1.686 0.024 -1.07 1.70 1.22 -1.3890
O -1.045 -2.002 0.112 2.29 0.29 0.27 -0.5708
O -2.888 -0.293 -0.038 1.63 1.13 1.23 -0.6289
H 2.428 -1.917 -0.879 0.43 0.19 0.07 0.2876
H 1.423 -2.403 0.409 -0.65 -2.47 0.98 0.4174
H 2.569 -1.242 0.766 2.61 1.65 2.52 0.4824
H 2.431 1.084 -0.346 0.19 -1.47 -0.26 0.3398
H 1.289 1.650 0.670 -0.79 -1.50 0.82 0.3332
H 0.801 1.182 -0.865 0.72 1.19 -0.15 0.2579
H -1.304 2.090 1.005 0.58 0.25 -0.90 0.3183
H -2.657 1.880 -0.008 -1.50 1.29 0.02 0.4515
H -1.277 2.149 -0.916 0.78 -0.64 0.68 0.3686
H -1.981 -2.053 0.007 -1.19 0.58 -0.09 0.3596
```
Forces are in eV/Å.

Output
LUMO level (eV): -0.0248
E (eV): -10475.6947
2S+1: 1
Orbital gap (eV): 8.4
Highest occupied orbital energy (eV): -8.47
Relative energy (zero: lowest compared OMol25 entry of this formula, charge and spin) (kJ/mol): 335.32
SMILES: CC(=O)C(O)=C(C)C
Charge: 0

=====

3.
Here is an isolated molecule of C6H10O2 in a non-equilibrium geometry from the Open Molecules 2025 dataset. Energies are from ωB97M-V with the def2-TZVPD basis set.

```
18
Properties=species:S:1:pos:R:3:forces:R:3:mulliken_charge:R:1
C 0.907 0.641 -0.386 0.99 0.37 -2.34 0.5735
C -0.621 -0.285 0.873 0.84 -1.58 0.12 -0.5027
C 1.557 1.610 0.546 -0.22 0.05 0.32 -1.4368
C -1.917 0.098 0.184 0.25 0.05 -0.07 -1.1265
O 0.646 1.194 -1.595 0.28 -0.13 0.89 -0.4317
O -0.041 -2.839 -0.564 -0.14 0.44 0.05 -0.3408
C 0.680 -0.691 -0.189 -1.95 1.16 1.69 0.7726
C 0.756 -1.802 -0.954 0.53 -0.69 -0.46 -1.1282
H 0.418 0.459 -2.194 -0.01 -0.02 0.13 0.3592
H 0.229 -3.620 -1.058 0.00 0.25 -0.02 0.4026
H -0.686 -1.301 1.268 -0.31 0.10 0.27 0.3442
H -0.367 0.378 1.699 0.14 -0.03 -0.13 0.4460
H 2.396 2.089 0.029 -0.23 -0.11 -0.06 0.4169
H 0.852 2.391 0.842 0.11 0.05 -0.02 0.3559
H 1.945 1.107 1.436 -0.22 0.03 -0.21 0.3415
H -2.733 0.086 0.909 0.01 0.00 -0.02 0.3711
H -1.867 1.099 -0.245 -0.05 0.04 -0.09 0.3020
H -2.152 -0.616 -0.603 -0.02 0.03 -0.04 0.2812
```
Forces are in eV/Å.

Output
LUMO level (eV): 0.4143
E (eV): -10474.6879
2S+1: 1
Orbital gap (eV): 7.8
Highest occupied orbital energy (eV): -7.42
Relative energy (zero: lowest compared OMol25 entry of this formula, charge and spin) (kJ/mol): 432.45
Charge: 0

=====

4.
Here is an isolated molecule of C6H10O2 in a non-equilibrium geometry from the Open Molecules 2025 dataset. Energies are from ωB97M-V with the def2-TZVPD basis set.

```
18
Properties=species:S:1:pos:R:3:forces:R:3:mulliken_charge:R:1
C -0.349 -0.166 -0.986 4.08 0.63 -2.36 -0.1728
C 1.406 0.230 -1.092 -3.40 -2.00 -1.25 -0.5771
C -1.161 0.681 -0.137 -0.53 1.31 1.12 -0.9368
C -2.048 -1.809 0.064 -1.74 -0.56 -0.86 -1.3239
C 3.056 1.436 -0.095 -0.83 2.94 2.84 -0.5997
C -1.001 -0.730 0.227 -0.69 -0.86 -0.86 1.1358
O -0.184 -0.908 1.325 0.47 -0.97 1.34 -0.5250
O 1.686 1.014 -0.151 -0.39 0.31 -0.23 0.0441
H -2.028 1.194 -0.491 -0.72 -0.20 -0.13 0.3223
H -0.593 1.267 0.557 0.29 0.60 0.24 0.2452
H -0.754 -0.388 -2.004 0.54 -0.12 1.02 0.3595
H -3.131 -1.426 0.072 1.50 -0.41 0.84 0.2504
H -2.064 -2.234 -0.985 0.62 0.05 1.22 0.3119
H -1.862 -2.621 0.846 -0.66 0.93 -1.22 0.3520
H 2.948 2.572 0.185 0.61 -2.14 -0.62 0.2193
H 3.709 1.286 -0.918 -0.15 -0.42 -1.11 0.3212
H 3.380 0.900 0.783 0.77 0.09 0.24 0.2873
H -0.228 -1.851 1.581 0.23 0.82 -0.21 0.2863
```
Forces are in eV/Å.

Output
LUMO level (eV): 0.9395
E (eV): -10473.7033
2S+1: 1
Orbital gap (eV): 8.8
Highest occupied orbital energy (eV): -7.84
Relative energy (zero: lowest compared OMol25 entry of this formula, charge and spin) (kJ/mol): 527.45
Charge: 0

=====

5.
Here is an isolated molecule of C6H10O2 in a non-equilibrium geometry from the Open Molecules 2025 dataset. Energies are from ωB97M-V with the def2-TZVPD basis set.

```
18
Properties=species:S:1:pos:R:3:forces:R:3:mulliken_charge:R:1
C -0.830 0.506 -0.321 -0.28 -0.92 1.34 0.2913
C -1.424 -0.192 -1.532 0.13 0.14 0.19 -1.6546
C 1.436 1.014 0.842 -0.05 -0.34 0.04 -1.8229
C 0.514 0.006 0.205 0.77 0.10 -1.52 0.5886
C 0.927 -1.220 -0.129 -0.14 0.38 0.39 -0.1664
C -1.569 0.150 0.977 -1.24 1.18 -0.93 -0.0039
O 2.178 -1.701 0.055 0.28 -0.17 0.33 -0.5501
O -2.378 -0.735 1.082 0.28 -0.15 0.19 -0.5023
H 2.731 -1.033 0.480 -0.05 -0.04 -0.06 0.3296
H -0.771 1.588 -0.462 -0.02 -0.08 0.13 0.4146
H 0.277 -1.974 -0.543 -0.03 0.03 -0.26 0.3560
H -1.356 0.847 1.811 0.22 -0.31 0.21 0.3429
H -1.746 -1.198 -1.276 -0.01 -0.06 -0.01 0.3612
H -2.304 0.355 -1.865 -0.05 -0.02 -0.06 0.3840
H -0.703 -0.243 -2.345 0.03 0.03 -0.08 0.3983
H 2.284 1.242 0.193 0.07 0.08 -0.03 0.4114
H 0.911 1.946 1.035 0.02 0.06 0.07 0.3973
H 1.823 0.642 1.793 0.08 0.09 0.08 0.4251
```
Forces are in eV/Å.

Output
LUMO level (eV): 0.6502
E (eV): -10477.9098
2S+1: 1
Orbital gap (eV): 9.2
Highest occupied orbital energy (eV): -8.56
Relative energy (zero: lowest compared OMol25 entry of this formula, charge and spin) (kJ/mol): 121.59
SMILES: C/C(=C\O)[C@@H](C)C=O
Charge: 0

=====

6.
Here is an isolated molecule of C6H10O3 in a non-equilibrium geometry from the Open Molecules 2025 dataset. Energies are from ωB97M-V with the def2-TZVPD basis set.

```
19
Properties=species:S:1:pos:R:3:forces:R:3:mulliken_charge:R:1
C -0.415 -0.960 -0.181 2.70 -0.08 0.61 0.7353
C -1.358 -2.058 0.268 0.26 -0.01 -0.12 -1.6624
C 1.041 -1.033 0.630 -2.13 -1.33 -0.41 -1.2834
C 1.037 1.409 -0.975 -0.86 1.57 -1.31 0.3694
C -0.338 1.494 -0.364 -0.05 -1.13 0.82 0.1517
C -0.994 0.389 0.010 0.54 1.25 -0.03 -0.4892
O 1.951 2.220 -0.362 0.11 -0.63 -0.11 -0.4753
O -0.735 2.744 0.034 0.01 0.25 -0.01 -0.5423
O 1.241 0.926 -2.057 0.52 -0.17 0.90 -0.5112
H 1.644 2.483 0.519 -0.11 -0.09 -0.16 0.3757
H -0.396 3.405 -0.582 -0.10 -0.03 0.02 0.3670
H -0.115 -1.097 -1.221 -0.29 -0.08 -0.05 0.3319
H -1.854 0.496 0.658 -0.32 0.09 -0.20 0.3906
H -2.254 -2.061 -0.350 -0.13 0.05 0.00 0.3893
H -1.653 -1.915 1.306 -0.05 -0.03 0.14 0.3521
H -0.891 -3.034 0.168 0.03 -0.10 0.05 0.4176
H 0.882 -0.759 1.674 0.08 0.16 -0.06 0.2963
H 1.284 -2.093 0.610 0.15 -0.21 0.20 0.4012
H 1.923 -0.556 0.216 -0.37 0.52 -0.28 0.3856
```
Forces are in eV/Å.

Output
LUMO level (eV): 0.5190
E (eV): -12525.7463
2S+1: 1
Orbital gap (eV): 9.6
Highest occupied orbital energy (eV): -9.09
Relative energy (zero: lowest compared OMol25 entry of this formula, charge and spin) (kJ/mol): 99.03
SMILES: CC(C)/C=C(/O)C(=O)O
Charge: 0

=====

What did the sixth record say?
Here is an isolated molecule of C6H10O3 in a non-equilibrium geometry from the Open Molecules 2025 dataset. Energies are from ωB97M-V with the def2-TZVPD basis set.

```
19
Properties=species:S:1:pos:R:3:forces:R:3:mulliken_charge:R:1
C -0.415 -0.960 -0.181 2.70 -0.08 0.61 0.7353
C -1.358 -2.058 0.268 0.26 -0.01 -0.12 -1.6624
C 1.041 -1.033 0.630 -2.13 -1.33 -0.41 -1.2834
C 1.037 1.409 -0.975 -0.86 1.57 -1.31 0.3694
C -0.338 1.494 -0.364 -0.05 -1.13 0.82 0.1517
C -0.994 0.389 0.010 0.54 1.25 -0.03 -0.4892
O 1.951 2.220 -0.362 0.11 -0.63 -0.11 -0.4753
O -0.735 2.744 0.034 0.01 0.25 -0.01 -0.5423
O 1.241 0.926 -2.057 0.52 -0.17 0.90 -0.5112
H 1.644 2.483 0.519 -0.11 -0.09 -0.16 0.3757
H -0.396 3.405 -0.582 -0.10 -0.03 0.02 0.3670
H -0.115 -1.097 -1.221 -0.29 -0.08 -0.05 0.3319
H -1.854 0.496 0.658 -0.32 0.09 -0.20 0.3906
H -2.254 -2.061 -0.350 -0.13 0.05 0.00 0.3893
H -1.653 -1.915 1.306 -0.05 -0.03 0.14 0.3521
H -0.891 -3.034 0.168 0.03 -0.10 0.05 0.4176
H 0.882 -0.759 1.674 0.08 0.16 -0.06 0.2963
H 1.284 -2.093 0.610 0.15 -0.21 0.20 0.4012
H 1.923 -0.556 0.216 -0.37 0.52 -0.28 0.3856
```
Forces are in eV/Å.

Output
LUMO level (eV): 0.5190
E (eV): -12525.7463
2S+1: 1
Orbital gap (eV): 9.6
Highest occupied orbital energy (eV): -9.09
Relative energy (zero: lowest compared OMol25 entry of this formula, charge and spin) (kJ/mol): 99.03
SMILES: CC(C)/C=C(/O)C(=O)O
Charge: 0

=====

Repeat the fifth record exactly.
Here is an isolated molecule of C6H10O2 in a non-equilibrium geometry from the Open Molecules 2025 dataset. Energies are from ωB97M-V with the def2-TZVPD basis set.

```
18
Properties=species:S:1:pos:R:3:forces:R:3:mulliken_charge:R:1
C -0.830 0.506 -0.321 -0.28 -0.92 1.34 0.2913
C -1.424 -0.192 -1.532 0.13 0.14 0.19 -1.6546
C 1.436 1.014 0.842 -0.05 -0.34 0.04 -1.8229
C 0.514 0.006 0.205 0.77 0.10 -1.52 0.5886
C 0.927 -1.220 -0.129 -0.14 0.38 0.39 -0.1664
C -1.569 0.150 0.977 -1.24 1.18 -0.93 -0.0039
O 2.178 -1.701 0.055 0.28 -0.17 0.33 -0.5501
O -2.378 -0.735 1.082 0.28 -0.15 0.19 -0.5023
H 2.731 -1.033 0.480 -0.05 -0.04 -0.06 0.3296
H -0.771 1.588 -0.462 -0.02 -0.08 0.13 0.4146
H 0.277 -1.974 -0.543 -0.03 0.03 -0.26 0.3560
H -1.356 0.847 1.811 0.22 -0.31 0.21 0.3429
H -1.746 -1.198 -1.276 -0.01 -0.06 -0.01 0.3612
H -2.304 0.355 -1.865 -0.05 -0.02 -0.06 0.3840
H -0.703 -0.243 -2.345 0.03 0.03 -0.08 0.3983
H 2.284 1.242 0.193 0.07 0.08 -0.03 0.4114
H 0.911 1.946 1.035 0.02 0.06 0.07 0.3973
H 1.823 0.642 1.793 0.08 0.09 0.08 0.4251
```
Forces are in eV/Å.

Output
LUMO level (eV): 0.6502
E (eV): -10477.9098
2S+1: 1
Orbital gap (eV): 9.2
Highest occupied orbital energy (eV): -8.56
Relative energy (zero: lowest compared OMol25 entry of this formula, charge and spin) (kJ/mol): 121.59
SMILES: C/C(=C\O)[C@@H](C)C=O
Charge: 0

=====

> Which value of E does entry 5 give?

-10477.9098 eV

=====

> Look up the 2S+1 of the sixth one.

1